(1)
16
Properties=species:S:1:pos:R:3:forces:R:3 method="wB97M-V/def2-TZVPD" relative_energy_ev=4.191 molar_mass_g_mol=148.26 e_lumo_ev=0.41 charge=0 e_tot_ha=-1062.9417
C 2.9037 -1.0078 0.2604 -0.66 3.51 -1.46
C 0.8358 0.6129 0.0597 -0.60 -1.53 -1.26
C -2.0047 -0.6461 -0.4126 5.17 -2.67 -3.59
C -2.6471 0.5747 -0.1160 -4.22 0.54 0.06
H 3.2311 -0.1289 -0.5610 -0.46 -2.76 2.36
H 3.2801 -1.9555 0.0229 0.78 -1.30 -0.14
H 3.1621 -0.6120 1.3135 -0.80 -0.86 -1.72
H -0.2371 1.9779 0.8049 -1.61 -2.25 -1.63
H -2.2169 -1.6453 -0.0223 -0.63 0.50 -0.33
H -1.2064 -0.7389 -1.3794 -2.57 0.41 2.58
H -2.4903 1.4283 -0.7894 -0.45 -0.48 0.34
H -3.7122 0.3151 0.2898 2.06 1.54 -0.18
N -0.4214 1.0480 0.2208 0.02 2.62 2.29
N -1.4973 0.2004 0.6665 0.80 0.70 1.08
S 1.0334 -1.1324 -0.1398 2.19 0.49 1.39
S 1.9873 1.7096 -0.2179 1.00 1.54 0.22

***

(2)
32
Properties=species:S:1:pos:R:3:forces:R:3 method="wB97M-V/def2-TZVPD" relative_energy_ev=0.000 molar_mass_g_mol=521.66 e_lumo_ev=4.41 charge=-2 e_tot_ha=-4632.2001
Zn 0.2365 -0.9650 0.4302 0.85 0.27 0.55
S 1.8592 -2.7410 1.3965 0.29 -0.85 0.15
O 1.7145 -3.7259 2.4732 -0.05 0.32 -0.12
O 1.5928 -1.3335 1.8969 0.02 0.27 0.23
O 3.1418 -2.8228 0.7146 -0.15 -0.01 0.17
O 0.7156 -2.9070 0.3911 -0.08 -0.35 -0.29
C 2.4889 1.7218 -2.3363 -0.05 0.24 0.03
F 1.3578 2.2174 -2.8796 0.25 -0.10 0.14
F 3.5012 2.0403 -3.1758 -0.19 0.04 0.10
F 2.7077 2.3657 -1.1784 -0.02 -0.02 -0.28
S 2.4259 -0.0967 -2.0795 -0.34 -0.17 -0.53
O 3.7773 -0.3933 -1.7285 0.21 -0.08 0.26
O 1.4170 -0.1968 -1.0279 0.21 0.29 -0.26
O 1.9643 -0.5995 -3.3569 -0.05 0.06 0.10
C -0.2143 3.5092 0.6834 -0.01 -0.03 -0.24
F -0.8182 4.6847 0.9749 0.20 -0.15 -0.05
F 0.0306 3.4978 -0.6356 0.06 0.10 0.36
F 0.9492 3.4671 1.3390 -0.16 0.11 -0.11
S -1.3174 2.1138 1.1398 -0.19 -0.05 0.32
O -0.4634 0.9452 0.9927 0.10 0.16 -0.15
O -1.6957 2.3949 2.5034 0.10 0.01 0.08
O -2.3826 2.2158 0.1740 -0.19 -0.09 -0.24
C -2.4783 -1.8028 -0.3975 0.26 -0.08 -0.44
C -2.6789 -1.2684 0.9960 0.49 -0.26 0.60
O -1.5061 -1.5266 1.7978 -0.98 -0.17 -0.78
O -1.2899 -1.2454 -0.9703 -0.86 0.29 0.19
H -3.3332 -1.4937 -1.0068 -0.10 -0.10 0.06
H -2.3844 -2.8915 -0.3984 -0.04 -0.01 0.14
H -3.5127 -1.8231 1.4364 -0.22 0.23 -0.12
H -2.8718 -0.1952 0.9690 -0.16 -0.02 -0.02
H -1.7797 -1.5499 2.7173 0.44 0.16 0.09
H -1.1537 -1.5955 -1.8546 0.39 -0.03 0.05

***

(3)
11
Properties=species:S:1:pos:R:3:forces:R:3 method="wB97M-V/def2-TZVPD" relative_energy_ev=1.489 molar_mass_g_mol=144.16 e_lumo_ev=-1.01 charge=0 e_tot_ha=-1329.3164
C 1.6767 -0.8823 -0.1346 0.45 0.35 -1.55
O -1.5461 0.2516 1.5707 0.94 0.37 0.25
O 0.5768 -0.3896 0.6454 0.65 1.56 0.57
P -0.8435 0.0135 0.1751 -0.78 0.70 -1.93
S -1.7634 -1.3299 -0.9459 0.71 1.57 0.51
S -0.2319 2.4969 -0.5687 0.35 -2.72 1.54
H 1.2122 -1.3970 -1.0088 0.82 0.39 0.41
H 2.0048 -1.5766 0.5776 1.19 -1.39 0.37
H 2.6098 -0.1996 -0.4324 -2.71 -0.74 0.77
H -2.4980 0.2771 1.5256 -0.62 -0.04 -0.17
H -1.1974 2.7358 -1.4041 -1.01 -0.04 -0.78

***

(4)
114
Properties=species:S:1:pos:R:3:forces:R:3 method="wB97M-V/def2-TZVPD" molar_mass_g_mol=1002.18 e_lumo_ev=-2.76 charge=+1 e_tot_ha=-4411.2563
C 1.1294 -1.6255 0.0551 -0.31 -0.05 0.11
C 0.9001 -1.7689 -1.4261 -0.08 0.11 0.23
O 1.7372 -2.2321 -2.1659 0.31 0.06 -0.29
N -0.3008 -1.2768 -1.8940 -0.09 -0.54 -0.07
C -0.6549 -1.5244 -3.2916 -0.47 0.15 -0.24
C -0.4645 -0.3201 -4.2548 0.06 -0.06 0.28
C 0.1280 0.9638 -3.6517 0.05 0.22 -0.43
C -0.9103 2.0644 -3.3736 0.36 -0.36 0.10
C -1.6487 1.8430 -2.0315 -0.14 -0.21 -0.45
N -3.0242 1.4888 -2.3745 -0.05 0.42 0.20
C -3.9727 1.3232 -1.2952 0.08 -0.90 0.19
C -3.8648 2.2957 -0.1047 0.43 0.37 0.67
P -5.2752 3.5902 -0.4314 -0.55 -0.27 -1.62
O -4.5755 5.0618 -0.5771 0.14 -0.12 0.64
O -6.2160 3.5850 0.8693 0.25 0.41 0.15
N -2.3848 2.7069 0.2339 -0.50 -0.12 -0.33
C -2.2737 3.8931 1.1471 0.40 -0.20 0.21
C -2.9448 4.0177 2.5334 0.28 -0.36 0.03
O -2.4145 4.8313 3.2417 -0.25 0.18 -0.23
N -4.1243 3.3245 2.8865 0.09 0.56 0.53
C -4.9084 4.1753 3.8196 -0.24 -0.33 0.05
C -3.8600 2.0229 3.5593 0.13 -0.28 -0.72
C -1.6935 1.5794 0.9863 0.35 -0.50 0.22
C -0.1915 1.5260 0.9589 0.02 0.00 0.08
F -2.1855 0.3825 0.5481 -0.05 -0.12 -0.24
C -1.7672 3.0806 -1.1469 -0.08 0.42 -0.25
C -0.6281 4.1139 -1.1567 0.30 0.01 -0.09
C 0.8112 3.6844 -0.9596 0.10 0.01 0.17
O 1.4500 2.9606 -1.6357 -0.09 -0.05 0.04
Cl 1.5721 4.4785 0.4622 -0.02 0.10 -0.05
H 1.7293 -0.7319 0.2335 0.11 -0.06 -0.02
H 0.1953 -1.5231 0.6104 0.01 0.00 0.00
H 1.6581 -2.4926 0.4353 0.11 0.02 -0.02
H -1.0616 -1.4212 -1.2467 0.05 0.23 0.09
H -0.1064 -2.3823 -3.6739 0.16 0.01 0.19
H -1.7073 -1.8145 -3.2996 -0.01 0.01 0.03
H -1.4318 -0.0825 -4.7011 0.02 -0.01 -0.07
H 0.1693 -0.6413 -5.0795 0.05 -0.05 0.03
H 0.8298 1.3784 -4.3766 0.03 -0.03 -0.01
H 0.7185 0.7669 -2.7568 -0.01 -0.07 -0.04
H -0.3976 3.0209 -3.4394 -0.11 0.05 0.11
H -1.6518 2.0380 -4.1718 -0.08 0.20 0.04
H -1.1342 1.0146 -1.5364 0.04 0.21 0.24
H -3.0200 0.6737 -2.9760 -0.19 0.11 -0.15
H -4.9750 1.4699 -1.7057 -0.02 0.03 0.01
H -3.9723 0.3033 -0.8975 0.09 0.02 0.08
H -4.1949 1.7317 0.7665 -0.13 0.17 0.07
H -4.3360 5.5309 0.2323 -0.09 0.16 -0.02
H -5.9483 4.0798 1.6539 0.14 -0.26 0.16
H -2.5193 4.7818 0.5799 -0.24 0.00 -0.02
H -1.2149 3.9933 1.3802 0.02 0.02 -0.04
H -4.4891 4.1863 4.8255 0.12 0.19 -0.03
H -5.9069 3.7412 3.8882 -0.02 0.02 -0.04
H -4.9849 5.1945 3.4432 0.07 0.01 0.04
H -3.9087 1.1953 2.8494 -0.08 -0.02 0.02
H -2.8735 2.0037 4.0296 -0.12 0.09 0.24
H -4.6263 1.8542 4.3080 0.01 0.02 0.04
H -2.0092 1.6495 2.0228 -0.22 0.34 -0.02
H 0.0861 0.7156 1.6331 -0.01 -0.01 0.01
H 0.2537 2.4307 1.3652 0.03 0.01 -0.07
H 0.2105 1.2812 -0.0205 -0.02 0.11 -0.03
H -2.5834 3.6362 -1.6166 -0.09 0.08 0.20
H -0.6544 4.5217 -2.1692 0.03 -0.09 -0.05
H -0.8081 4.9770 -0.5279 -0.16 -0.09 0.13
C 4.2048 -4.1570 -3.1168 -0.13 0.17 -0.07
C 3.7395 -5.4390 -2.4648 0.08 0.03 -0.23
O 4.9496 -6.1471 -2.2812 -0.02 0.07 0.23
C 5.9536 -5.2315 -2.1685 0.04 -0.01 -0.04
O 7.0405 -5.4673 -1.7640 -0.01 -0.01 -0.04
O 5.5169 -4.0104 -2.5618 -0.01 -0.05 0.00
F 2.9127 -6.1618 -3.2596 0.04 -0.02 -0.04
H 4.2749 -4.2624 -4.2007 -0.02 -0.13 0.01
H 3.5781 -3.3092 -2.8622 0.14 0.08 0.08
H 3.2608 -5.2903 -1.4995 -0.15 -0.08 -0.04
C 5.1171 3.0908 0.2956 -0.13 -0.06 -0.06
C 6.2899 3.5429 -0.5509 -0.01 0.08 0.11
O 7.3390 3.5823 0.3917 0.08 -0.22 -0.10
C 7.0576 2.6833 1.3795 -0.02 0.08 0.07
O 7.8260 2.2959 2.1866 -0.02 0.04 0.02
O 5.7560 2.2960 1.2916 0.00 -0.01 -0.02
F 6.0993 4.7801 -1.0679 0.00 0.04 0.06
H 4.6294 3.9458 0.7668 0.06 0.08 -0.08
H 4.3831 2.5033 -0.2502 0.06 -0.11 0.04
H 6.5588 2.8620 -1.3604 -0.02 0.08 -0.08
C 3.2422 -6.1748 2.8964 0.12 -0.13 -0.10
C 3.5676 -5.4426 1.6138 -0.06 -0.01 -0.01
O 2.5138 -4.4896 1.5351 0.18 0.18 0.06
C 2.0989 -4.2257 2.8038 -0.10 -0.07 0.02
O 1.4129 -3.3017 3.1020 -0.02 -0.02 -0.02
O 2.5828 -5.1461 3.6568 0.04 0.02 0.00
F 3.5179 -6.2377 0.5206 -0.10 -0.05 0.13
H 2.5469 -6.9943 2.7136 -0.01 0.02 -0.06
H 4.1090 -6.5463 3.4285 -0.01 0.11 0.10
H 4.5220 -4.9133 1.6163 0.04 -0.07 -0.06
C 4.3603 -5.1297 7.8704 -0.02 0.07 0.09
C 4.8859 -4.4692 6.6113 0.06 -0.05 0.05
O 5.1251 -5.5838 5.7692 -0.22 0.09 -0.13
C 4.2760 -6.5802 6.1469 0.01 -0.07 0.05
O 4.0430 -7.5416 5.4926 0.05 -0.02 0.08
O 3.7289 -6.3017 7.3466 0.03 0.00 0.00
F 6.0448 -3.8071 6.8173 0.04 -0.06 0.01
H 5.1826 -5.4183 8.5265 0.05 0.05 -0.04
H 3.6432 -4.5262 8.4179 -0.11 -0.08 -0.06
H 4.1786 -3.7988 6.1192 0.05 0.07 0.01
C -7.0206 0.1736 -4.3132 -0.08 -0.07 0.02
C -7.1739 1.1475 -5.4653 0.00 0.03 0.09
O -5.8672 1.6921 -5.5675 0.02 -0.15 -0.22
C -4.9913 0.7700 -5.1063 0.02 0.11 0.02
O -3.8164 0.8082 -5.2712 0.04 -0.06 0.11
O -5.6420 -0.2033 -4.4252 0.00 0.05 0.05
F -8.0491 2.1353 -5.1885 0.06 0.05 0.06
H -7.1845 0.6819 -3.3614 -0.05 0.06 -0.04
H -7.6610 -0.7000 -4.3826 0.12 -0.08 -0.06
H -7.4427 0.6906 -6.4188 -0.08 0.05 0.00